# 1
Formula: C30H61BrNO6P2PdSb
Source: the OMol25 dataset
Level of theory: the ωB97M-V functional and the def2-TZVPD basis

Atoms and positions in Å:
1 Pd -0.40794 -0.90952 0.35086
2 C -4.34910 4.37592 2.51230
3 C -3.41124 3.73064 1.51713
4 C -2.55415 4.72564 0.76290
5 O -2.54602 2.83690 2.27723
6 P -2.13980 1.45717 1.60776
7 O -1.54390 1.55143 0.26559
8 C -1.09795 0.74932 2.89619
9 P 0.67507 1.04595 2.75737
10 O 1.25744 0.72256 1.44540
11 O 1.16418 0.19684 4.00141
12 C 2.52787 0.13433 4.50845
13 C 2.71010 1.19780 5.57319
14 C 3.56779 0.21107 3.40673
15 O 0.92704 2.54274 3.23062
16 C 0.92811 3.59815 2.21955
17 C 2.32900 3.76515 1.67041
18 C 0.40547 4.83896 2.90801
19 O -3.50499 0.64892 1.67094
20 C -3.65853 -0.54913 0.84673
21 C -4.44554 -0.17517 -0.38895
22 C -4.34373 -1.58218 1.71168
23 H -5.03043 5.05522 1.99893
24 H -3.77819 4.94591 3.24740
25 H -4.93440 3.61940 3.03398
26 H -3.98337 3.12649 0.80751
27 H -1.97784 5.33075 1.46459
28 H -3.18658 5.38998 0.17233
29 H -1.87424 4.20288 0.09031
30 H -1.23430 -0.33750 2.88366
31 H -1.45075 1.11801 3.86224
32 H 2.57027 -0.85358 4.97163
33 H 2.66097 2.19186 5.12935
34 H 3.68181 1.07390 6.05322
35 H 1.93412 1.11508 6.33391
36 H 3.57820 1.19797 2.94166
37 H 3.37821 -0.52794 2.62928
38 H 4.55062 0.02592 3.84241
39 H 0.24594 3.30675 1.41576
40 H 3.01795 4.02284 2.47856
41 H 2.34246 4.57532 0.93983
42 H 2.65993 2.84760 1.18709
43 H 1.06597 5.11997 3.73037
44 H -0.59511 4.66376 3.30402
45 H 0.36354 5.66749 2.19997
46 H -2.65552 -0.90265 0.54731
47 H -5.44617 0.16596 -0.11429
48 H -4.53682 -1.04018 -1.04786
49 H -3.93245 0.61726 -0.93434
50 H -5.31345 -1.21240 2.04964
51 H -3.73645 -1.82278 2.58475
52 H -4.50004 -2.49832 1.13889
53 Br -3.07959 -4.34111 5.57380
54 C -1.93077 -3.86771 4.14743
55 C -0.77477 -3.15102 4.39748
56 C 0.02816 -2.82920 3.31153
57 N -0.26594 -3.15212 2.05500
58 C -1.38618 -3.83626 1.84155
59 C -2.25072 -4.23152 2.85241
60 H -0.50309 -2.85095 5.39968
61 H 0.94317 -2.26888 3.46032
62 H -1.61151 -4.07208 0.80672
63 H -3.14867 -4.79048 2.63034
64 C 0.36176 -4.32434 -4.02758
65 C -0.14375 -3.96166 -2.63392
66 C 0.46262 -4.93066 -1.61587
67 C -1.66475 -4.11619 -2.60143
68 Sb 0.29376 -1.93234 -1.87514
69 C -0.37147 -0.53944 -3.45108
70 C 0.17101 0.84854 -3.10385
71 C -0.00948 -0.89620 -4.88790
72 C -1.89300 -0.47357 -3.28984
73 C 2.49555 -1.85660 -1.78348
74 C 2.84794 -2.47485 -0.42508
75 C 3.24090 -2.57803 -2.89948
76 C 2.93135 -0.39219 -1.73248
77 H 0.09086 -5.36569 -4.24529
78 H 1.44359 -4.24382 -4.11320
79 H -0.08269 -3.70602 -4.80468
80 H 0.10219 -5.94681 -1.81704
81 H 0.19363 -4.67100 -0.58814
82 H 1.55136 -4.95249 -1.68051
83 H -1.93229 -5.16456 -2.78098
84 H -2.14845 -3.51789 -3.37568
85 H -2.08259 -3.81954 -1.63515
86 H 1.22160 0.95988 -3.36539
87 H 0.04221 1.07339 -2.04065
88 H -0.38938 1.59902 -3.67490
89 H 1.06213 -1.06420 -5.01774
90 H -0.29907 -0.07253 -5.55244
91 H -0.53893 -1.78510 -5.23079
92 H -2.14847 -0.13737 -2.28164
93 H -2.38230 -1.43301 -3.46797
94 H -2.30372 0.24765 -4.00706
95 H 2.54467 -3.51816 -0.33550
96 H 2.36022 -1.91873 0.38018
97 H 3.93440 -2.42660 -0.27820
98 H 3.07610 -3.65576 -2.86704
99 H 4.31994 -2.41261 -2.78888
100 H 2.95134 -2.21790 -3.88942
101 H 2.32095 0.18234 -1.02983
102 H 2.89305 0.08389 -2.71177
103 H 3.97251 -0.34530 -1.38937

Computed properties:
frontier orbital gap = 6.795 eV
net charge = 0
relative energy (zero: lowest compared OMol25 entry of this formula, charge and spin) = 0.000 eV

# 2
Formula: C3H10N2
Source: the OMol25 dataset
Level of theory: the ωB97M-V functional and the def2-TZVPD basis

Atoms and positions in Å:
1 C -2.35194 -1.13214 -0.20806
2 C -1.28889 -1.37572 -0.99643
3 H -2.21222 -0.87523 0.83149
4 H -3.34946 -1.08609 -0.63356
5 H -0.40300 -1.19096 -0.40336
6 H -1.34381 -1.91094 -1.92942
7 N 0.64191 2.06379 0.38713
8 C 1.06957 0.78611 0.90553
9 N 1.72517 -0.15316 -0.07775
10 H 1.45619 2.62758 0.18946
11 H 0.12310 1.82586 -0.44617
12 H 1.84756 0.85133 1.66811
13 H 0.23083 0.23391 1.32863
14 H 1.31322 -0.18458 -0.97688
15 H 2.54177 -0.47975 0.36128

Computed properties:
frontier orbital gap = 10.005 eV
net charge = 0
relative energy (zero: lowest compared OMol25 entry of this formula, charge and spin) = 2.113 eV

no.,lowest unoccupied orbital energy (eV)
1,0.61
2,1.19